No. 1
Computed, not measured: C32H36N2O3PRuS5 as an isolated structure at a distorted geometry, with ωB97M-V/def2-TZVPD.

Cartesian coordinates (Å):
Ru 0.7304 0.2754 -0.0814
C 0.3935 6.1228 -0.4527
C 1.7363 5.7275 0.1691
S 2.1133 3.9697 0.4609
C 0.9681 3.4330 1.7780
C -0.5007 3.3533 1.3605
S -0.7044 2.4653 -0.2282
C -2.1877 3.2597 -0.9272
C -1.9149 4.7270 -1.3236
S -0.1912 5.0839 -1.8444
H 0.4947 7.1337 -0.8460
H -0.3917 6.1399 0.2994
H 1.8508 6.2589 1.1150
H 2.5596 6.0230 -0.4814
H 1.0841 4.0881 2.6405
H 1.3401 2.4372 2.0446
H -0.9087 4.3517 1.2212
H -1.1008 2.8406 2.1126
H -2.9977 3.1787 -0.2028
H -2.4375 2.6426 -1.7900
H -2.1524 5.3997 -0.5028
H -2.5508 4.9997 -2.1633
N 1.9966 -2.0839 -0.2601
C 1.5550 -2.7272 0.9283
C 1.4738 -4.1141 0.9967
C 0.9618 -4.7248 2.1287
C 0.5052 -3.9073 3.1435
C 0.6550 -2.5354 3.1636
C 1.1756 -1.9441 2.0271
S -0.4438 -4.6858 4.5755
O 0.8275 -4.9244 5.2631
O -1.0914 -5.8189 3.9833
O -1.2702 -3.6380 5.0948
H 2.0960 -2.7372 -1.0284
H 2.8826 -1.6112 -0.1199
H 1.7889 -4.7232 0.1587
H 0.8681 -5.7997 2.1972
H 0.3257 -1.9584 4.0171
H 1.3260 -0.8611 2.0137
S 5.5172 1.0009 0.8879
C 3.9332 0.5522 1.3446
N 3.0430 0.5202 0.3961
C 3.6174 0.8558 -0.8315
C 2.9507 0.9276 -2.0593
C 3.6521 1.3290 -3.1729
C 5.0143 1.6393 -3.0816
C 5.6953 1.5520 -1.8864
C 4.9819 1.1604 -0.7558
H 3.7108 0.3175 2.3772
H 1.8881 0.6752 -2.1377
H 3.1562 1.4108 -4.1305
H 5.5438 1.9541 -3.9704
H 6.7504 1.7823 -1.8279
C -1.2075 -0.4976 -2.8292
P -1.1695 -0.9673 -1.0580
C -1.3888 -2.7671 -1.0393
C -2.1165 -3.3447 0.0021
C -2.3450 -4.7110 0.0107
C -1.8536 -5.5020 -1.0203
C -1.1161 -4.9318 -2.0493
C -0.8692 -3.5669 -2.0569
C -2.7671 -0.4137 -0.3852
C -2.8301 0.0786 0.9180
C -4.0502 0.4244 1.4769
C -5.2100 0.2933 0.7259
C -5.1549 -0.2087 -0.5672
C -3.9386 -0.5758 -1.1212
H -1.8769 -1.1319 -3.4075
H -0.2009 -0.5686 -3.2431
H -1.5371 0.5394 -2.8974
H -2.5278 -2.7231 0.7885
H -2.9050 -5.1605 0.8212
H -2.0502 -6.5661 -1.0258
H -0.7494 -5.5525 -2.8566
H -0.2974 -3.1265 -2.8664
H -1.9161 0.1634 1.4955
H -4.1071 0.7804 2.4975
H -6.1643 0.5737 1.1517
H -6.0646 -0.3304 -1.1399
H -3.9054 -1.0010 -2.1172

* HOMO-LUMO gap (spin up / spin down): 8.03 / 5.10 eV
* LUMO (spin up / spin down): -5.412 / -8.322 eV
* multiplicity: 6
* expectation value of S²: 8.77
* net charge: +2

Computed Mulliken charges, given in elementary charges: number 1, Ru, carries 0.536; number 2, C, carries -0.634; number 3, C, carries -0.861; number 4, S, carries 0.077; number 5, C, carries -0.743; number 6, C, carries -0.930; number 7, S, carries 0.092; number 8, C, carries -0.663; number 9, C, carries -0.946; number 10, S, carries -0.042; number 11, H, carries 0.520; number 12, H, carries 0.264; number 13, H, carries 0.418; number 14, H, carries 0.418; number 15, H, carries 0.654; number 16, H, carries 0.061; number 17, H, carries 0.387; number 18, H, carries 0.573; number 19, H, carries 0.441; number 20, H, carries 0.372; number 21, H, carries 0.387; number 22, H, carries 0.519; number 23, N, carries -0.052; number 24, C, carries 0.599; number 25, C, carries -0.884; number 26, C, carries -0.700; number 27, C, carries 0.198; number 28, C, carries -1.254; number 29, C, carries 0.244; number 30, S, carries 1.220; number 31, O, carries -0.348; number 32, O, carries -0.549; number 33, O, carries -0.573; number 34, H, carries 0.272; number 35, H, carries 0.267; number 36, H, carries 0.413; number 37, H, carries 0.521; number 38, H, carries 0.568; number 39, H, carries 0.208; number 40, S, carries -0.153; number 41, C, carries -0.566; number 42, N, carries 0.619; number 43, C, carries -0.184; number 44, C, carries 0.048; number 45, C, carries -1.071; number 46, C, carries -0.565; number 47, C, carries -0.576; number 48, C, carries 0.571; number 49, H, carries 0.376; number 50, H, carries 0.412; number 51, H, carries 0.478; number 52, H, carries 0.442; number 53, H, carries 0.460; number 54, C, carries -1.772; number 55, P, carries 1.726; number 56, C, carries 0.839; number 57, C, carries -0.652; number 58, C, carries -0.759; number 59, C, carries -0.587; number 60, C, carries -0.732; number 61, C, carries -0.653; number 62, C, carries 0.261; number 63, C, carries 0.148; number 64, C, carries -0.852; number 65, C, carries -0.647; number 66, C, carries -0.846; number 67, C, carries -0.675; number 68, H, carries 0.570; number 69, H, carries 0.541; number 70, H, carries 0.320; number 71, H, carries 0.477; number 72, H, carries 0.483; number 73, H, carries 0.452; number 74, H, carries 0.455; number 75, H, carries 0.414; number 76, H, carries 0.382; number 77, H, carries 0.478; number 78, H, carries 0.429; number 79, H, carries 0.462; number 80, H, carries 0.394


No. 2
Computed, not measured: one molecule with the formula C14H16N2O3, with ωB97M-V/def2-TZVPD.

Cartesian coordinates (Å):
O -2.3562 0.7697 2.0021
C -1.3252 1.0345 2.5679
O -1.1760 2.1285 3.3124
H -1.9907 2.6559 3.3112
C -0.0733 0.1944 2.4739
H -0.3588 -0.7970 2.1078
C 0.6274 0.0451 3.8279
C 1.9659 -0.6076 3.6691
C 2.6014 -0.6966 2.5132
C 2.0660 -0.1399 1.2312
C 0.9116 0.8400 1.4844
C 0.3536 1.2511 0.1291
O 0.8318 2.1724 -0.5055
N -0.6348 0.4766 -0.3808
H -1.2528 -0.0558 0.2177
N -1.2043 0.8381 -1.6111
C -1.0390 -0.0310 -2.6882
C -1.2040 0.4576 -3.9838
C -1.1473 -0.4000 -5.0637
C -0.9198 -1.7538 -4.8741
C -0.7504 -2.2418 -3.5904
C -0.8115 -1.3924 -2.5013
H -0.6742 -1.7827 -1.5042
H -0.5681 -3.2949 -3.4321
H -0.8718 -2.4213 -5.7210
H -1.2751 -0.0084 -6.0623
H -1.3754 1.5137 -4.1324
H -0.9753 1.8065 -1.8264
H 1.3193 1.7475 1.9409
H 2.8618 0.3763 0.6900
H 1.7235 -0.9611 0.5919
H 3.5592 -1.1919 2.4473
H 2.4029 -1.0106 4.5711
H 0.0061 -0.5510 4.5011
H 0.7533 1.0298 4.2869

* HOMO-LUMO gap: 8.60 eV
* LUMO: 0.553 eV
* multiplicity: 1
* SMILES: O=C(O)[C@@H]1CC=CC[C@H]1C(=O)NNc1ccccc1

Computed natural (NBO) charges, given in elementary charges: number 1, O, carries -0.603; number 2, C, carries 0.805; number 3, O, carries -0.682; number 4, H, carries 0.506; number 5, C, carries -0.325; number 6, H, carries 0.228; number 7, C, carries -0.433; number 8, C, carries -0.193; number 9, C, carries -0.172; number 10, C, carries -0.433; number 11, C, carries -0.295; number 12, C, carries 0.671; number 13, O, carries -0.623; number 14, N, carries -0.469; number 15, H, carries 0.415; number 16, N, carries -0.435; number 17, C, carries 0.156; number 18, C, carries -0.260; number 19, C, carries -0.183; number 20, C, carries -0.254; number 21, C, carries -0.200; number 22, C, carries -0.234; number 23, H, carries 0.204; number 24, H, carries 0.210; number 25, H, carries 0.212; number 26, H, carries 0.213; number 27, H, carries 0.210; number 28, H, carries 0.396; number 29, H, carries 0.241; number 30, H, carries 0.237; number 31, H, carries 0.219; number 32, H, carries 0.210; number 33, H, carries 0.210; number 34, H, carries 0.222; number 35, H, carries 0.233


No. 3
Computed, not measured: one molecule with the formula C4H7N3 at a distorted geometry, with ωB97M-V/def2-TZVPD.

Cartesian coordinates (Å):
C -1.6311 -0.1711 -1.1558
N -0.2806 0.1927 -1.5356
C 0.4827 0.2506 -0.3957
N 1.7843 0.0417 -0.3357
N 2.0029 -0.1231 0.9887
C 0.9033 -0.0036 1.7492
C -0.1280 0.3018 0.8985
H -1.4618 -0.6918 -0.0991
H -2.1945 0.7312 -0.8843
H -2.1409 -0.5840 -2.0504
H 0.1488 -0.2635 -2.3301
H 2.9368 -0.2872 1.3064
H 0.9244 -0.1439 2.8189
H -1.0125 0.8615 1.1670

* HOMO-LUMO gap: 9.15 eV
* LUMO: 1.086 eV
* multiplicity: 1
* SMILES: CNc1cc[nH]n1

Computed natural (NBO) charges, given in elementary charges: number 1, C, carries -0.431; number 2, N, carries -0.607; number 3, C, carries 0.311; number 4, N, carries -0.325; number 5, N, carries -0.336; number 6, C, carries -0.026; number 7, C, carries -0.446; number 8, H, carries 0.217; number 9, H, carries 0.179; number 10, H, carries 0.210; number 11, H, carries 0.393; number 12, H, carries 0.403; number 13, H, carries 0.218; number 14, H, carries 0.240